Formula: C5H10I2
Source: the OMol25 dataset
Level of theory: ωB97M-V/def2-TZVPD

Geometry as ORCA input:
```
! RIJCOSX wB97M-V def2-TZVPD def2/J DEFGRID3
* xyz 0 1
C 0.919 0.376 1.017
C 0.437 -0.725 -1.174
C -1.905 0.799 -0.272
C 0.113 -0.662 0.322
C -1.438 -0.394 0.552
I -4.029 1.432 0.053
I -2.634 -2.165 0.048
H 0.792 0.631 2.116
H 1.037 1.251 0.444
H 1.852 -0.119 1.057
H 0.626 0.262 -1.587
H -0.436 -1.201 -1.838
H 1.310 -1.411 -1.330
H -1.198 1.599 0.065
H -1.646 0.722 -1.418
H 0.226 -1.670 0.662
H -1.825 -0.249 1.598
*
```

## Properties
- lowest unoccupied orbital energy (eV) = 0.13
- ΔE to the lowest compared entry with this formula, charge and spin (kcal per mole) = 1.6
- structure (SMILES) = CC(C)[C@H](I)CI
- DFT total energy (hartree) = -791.86032
- orbital gap (eV) = 9.19

Results of the Mulliken charge analysis, in e, for atoms 1 through 8: -1.5759, -1.2854, -0.9745, 0.6293, -0.8709, 0.0298, 0.0669, 0.3224